Here is a 8-piece molecular cluster, C66H57BF5NO15S2 overall in a non-equilibrium geometry from OMol25. Energies are from wB97M-V/def2-TZVPD.

E, a.u.: -5052.81682
Strongest force on any atom, eV/Å: 3.57
Highest occupied orbital energy, eV: -7.799
Structure (SMILES): CCSCN1c2cc([C@@H](F)CC)c(B(C)O)cc2Sc2c(CCC(F)(F)F)ccc([C@H](C)F)c21.O=C1C=CC(=O)C=C1.O=C1C=CC(=O)C=C1.O=C1C=CC(=O)C=C1.O=C1C=CC(=O)C=C1.O=C1C=CC(=O)C=C1.O=C1C=CC(=O)C=C1.O=C1C=CC(=O)C=C1
Molecular weight, g mol⁻¹: 1274.11

Each line ends with the Mulliken charge.
Element x y z (Å)
C1 -0.313222 -2.198749 4.333615  -0.899
C2 -1.133265 -3.424008 3.760660  -0.446
S1 -1.170873 -3.375077 1.897365  -0.079
C3 -2.689157 -2.372085 1.586609  -1.050
N1 -2.921524 -2.003724 0.152710  0.905
C4 -2.986483 -0.553269 0.090937  -1.105
C5 -4.303465 0.044575 0.395232  -0.293
C6 -4.509746 1.485435 0.414813  -0.273
C7 -5.924865 2.008607 0.794795  0.017
F1 -6.857137 1.013797 0.320343  -0.404
C8 -6.085629 2.000464 2.364038  -0.330
C9 -5.340191 3.193941 3.078082  -0.577
C10 -3.407858 2.408903 0.111114  0.101
B1 -3.483717 4.002087 0.118109  0.779
C11 -2.066591 4.787076 0.255227  -1.037
O1 -4.667724 4.772448 0.021391  -0.619
C12 -2.091186 1.807531 -0.196774  -0.244
C13 -1.884978 0.363883 -0.197806  0.700
S2 -0.240881 -0.365635 -0.524523  -0.441
C14 -0.681596 -1.997871 -1.177515  1.463
C15 0.266954 -2.620651 -2.099965  0.368
C16 1.596076 -1.962277 -2.574319  -0.577
C17 2.780095 -2.989865 -2.828009  -0.921
C18 4.152320 -2.485311 -2.240200  0.691
F2 4.164628 -2.822125 -0.904380  -0.265
F3 4.358032 -1.147445 -2.444292  -0.238
F4 5.149106 -3.252105 -2.831614  -0.230
C19 -0.057543 -3.954198 -2.635681  -0.777
C20 -1.302344 -4.585688 -2.213023  -1.031
C21 -2.254460 -3.938055 -1.296957  0.288
C22 -3.564289 -4.721724 -0.963781  0.451
C23 -3.671915 -5.257659 0.506096  -0.671
F5 -3.672925 -5.869457 -1.818249  -0.431
C24 -1.950779 -2.586325 -0.758578  -1.528
H1 0.370424 -1.850891 3.506237  0.256
H2 0.320941 -2.489211 5.208104  0.320
H3 -0.959083 -1.321894 4.621995  0.246
H4 -0.825290 -4.421106 4.152516  0.424
H5 -2.209363 -3.262507 4.068709  0.225
H6 -2.550182 -1.402086 2.149966  0.634
H7 -3.591262 -2.860522 2.056256  0.552
H8 -5.146676 -0.640393 0.647447  0.439
H9 -6.203974 2.981659 0.328583  0.393
H10 -7.177957 2.100133 2.618625  0.294
H11 -5.701175 1.051278 2.824977  0.209
H12 -5.331729 4.154800 2.503294  0.147
H13 -5.882497 3.406539 4.059351  0.018
H14 -4.291930 2.914758 3.390139  0.255
H15 -1.513767 4.547361 -0.709287  0.349
H16 -1.469558 4.348534 1.096777  0.287
H17 -2.205882 5.894770 0.318589  0.367
H18 -4.630045 5.414936 -0.705108  0.288
H19 -1.190693 2.428177 -0.441516  0.142
H20 1.375304 -1.505701 -3.584572  0.275
H21 1.924603 -1.096157 -1.936591  0.429
H22 2.597709 -4.006255 -2.405065  0.461
H23 2.947523 -3.070660 -3.938591  0.297
H24 0.648227 -4.438108 -3.353892  0.394
H25 -1.523946 -5.588815 -2.655606  0.332
H26 -4.426689 -4.056435 -1.256137  0.294
H27 -4.223177 -6.245232 0.534404  0.436
H28 -2.672361 -5.459462 0.974010  0.113
H29 -4.280622 -4.512394 1.083088  0.044
C25 2.034078 6.892888 -3.112730  -0.503
C26 1.067303 6.016478 -2.848300  -0.375
C27 1.158151 5.101302 -1.689161  0.321
O2 0.278300 4.297964 -1.447343  -0.494
C28 2.361481 5.198342 -0.834456  -0.357
C29 3.327769 6.074150 -1.098150  -0.172
C30 3.238863 6.990028 -2.257640  0.361
O3 4.120068 7.791660 -2.498826  -0.595
H30 1.986010 7.569404 -3.956603  0.424
H31 0.179496 5.931889 -3.462426  0.445
H32 2.409575 4.521183 0.008952  0.453
H33 4.215181 6.157256 -0.483450  0.409
C31 -8.290390 3.305818 6.385505  -0.149
C32 -9.569333 3.258734 6.755339  -0.263
C33 -10.282811 1.968916 6.892488  0.248
O4 -11.449006 1.925454 7.227716  -0.552
C34 -9.519482 0.732669 6.604061  -0.398
C35 -8.241007 0.779233 6.234139  -0.471
C36 -7.527794 2.069729 6.097298  0.407
O5 -6.361246 2.112947 5.761597  -0.566
H34 -7.753855 4.238900 6.279183  0.428
H35 -10.142414 4.152375 6.970548  0.435
H36 -10.056834 -0.201266 6.710077  0.412
H37 -7.668482 -0.114314 6.018660  0.436
C37 -9.867889 7.882987 2.844231  -0.365
C38 -8.938273 6.940882 2.992101  -0.428
C39 -8.512406 6.486777 4.334922  0.390
O6 -7.662873 5.628488 4.469648  -0.453
C40 -9.160192 7.118395 5.507416  -0.216
C41 -10.089699 8.060342 5.360225  -0.445
C42 -10.516173 8.515115 4.016267  0.305
O7 -11.364327 9.371876 3.881310  -0.543
H38 -10.191229 8.227987 1.870329  0.408
H39 -8.454636 6.467665 2.146613  0.484
H40 -8.836548 6.773338 6.481824  0.478
H41 -10.572964 8.533193 6.205976  0.405
C43 8.283604 4.779810 -4.930085  -0.351
C44 7.038844 4.344304 -4.746042  -0.438
C45 6.176621 4.911162 -3.684664  0.532
O8 5.040203 4.512643 -3.514527  -0.510
C46 6.749529 5.980619 -2.837405  0.087
C47 7.994058 6.416899 -3.020871  -0.529
C48 8.857450 5.850551 -4.082357  0.308
O9 9.991583 6.248585 -4.251973  -0.556
H42 8.928872 4.376701 -5.700238  0.425
H43 6.603382 3.563305 -5.356569  0.438
H44 6.104510 6.382894 -2.068337  0.153
H45 8.428895 7.197927 -2.409963  0.424
C49 -3.660933 -11.150236 0.328352  -0.388
C50 -3.759899 -9.822446 0.350180  -0.250
C51 -4.952007 -9.151027 0.915270  0.325
O10 -5.042989 -7.939669 0.933304  -0.504
C52 -6.028937 -10.010769 1.456373  -0.372
C53 -5.930353 -11.338511 1.434733  -0.388
C54 -4.737797 -12.011113 0.869526  0.320
O11 -4.646327 -13.221066 0.851238  -0.544
H46 -2.797413 -11.658717 -0.081367  0.406
H47 -2.982301 -9.177759 -0.040401  0.486
H48 -6.892326 -9.501775 1.865913  0.421
H49 -6.708227 -11.982515 1.825240  0.394
C55 10.450083 -2.508414 -5.008767  -0.388
C56 10.284082 -1.187006 -5.014837  -0.511
C57 9.053480 -0.565142 -4.473195  0.263
O12 8.900380 0.639737 -4.480398  -0.524
C58 8.017162 -1.468948 -3.923539  -0.288
C59 8.183565 -2.790481 -3.917486  -0.425
C60 9.413400 -3.412008 -4.459057  0.377
O13 9.568003 -4.616655 -4.452430  -0.563
H50 11.342666 -2.980470 -5.401526  0.586
H51 11.031977 -0.512042 -5.411951  0.435
H52 7.124600 -0.997384 -3.531040  0.499
H53 7.435819 -3.464306 -3.520305  0.551
C61 13.358140 -3.950171 -3.163505  -0.293
C62 13.533533 -3.573969 -1.898136  -0.377
C63 14.888222 -3.340197 -1.347276  0.391
O14 15.049500 -2.999259 -0.193688  -0.542
C64 16.039221 -3.539217 -2.258202  -0.379
C65 15.863309 -3.915297 -3.523592  -0.330
C66 14.508530 -4.149014 -4.073968  0.239
O15 14.346560 -4.489744 -5.228178  -0.547
H54 12.375395 -4.126760 -3.582816  0.579
H55 12.703465 -3.423283 -1.219265  0.426
H56 17.021737 -3.363114 -1.838861  0.406
H57 16.693027 -4.065935 -4.202769  0.408

Cartesian forces (eV/Å) of the 3 atoms listed first:
0.5 -0.1 -0.5
-1.3 1.5 0.3
0.1 -0.3 0.4



Here is one molecule with the formula C7H13N3O3S in a non-equilibrium geometry from OMol25. Energies are from wB97M-V/def2-TZVPD.

E, a.u.: -1062.47467
Strongest force on any atom, eV/Å: 4.41
Highest occupied orbital energy, eV: -9.276
Structure (SMILES): [H]/N=C/[C@H](C1=NC[C@H](OC)CO1)[S@H](=N)=O
Relative energy (zero: lowest compared OMol25 entry of this formula, charge and spin), kcal/mol: 95.5
Molecular weight, g mol⁻¹: 219.27

Each line ends with the natural charge from an NBO analysis.
Element x y z (Å)
C1 -0.091006 0.521573 0.299648  0.516
C2 -2.497131 1.350062 -0.435906  0.196
C3 2.141964 -0.222818 -0.131741  -0.265
C4 0.260351 -1.686310 0.676701  -0.087
C5 1.427485 -1.602661 -0.349156  0.068
C6 1.825702 -1.762154 -2.692927  -0.269
C7 -0.943120 1.693906 0.547670  -0.574
N1 1.146573 0.761636 0.169852  -0.488
N2 -3.108418 2.259407 -0.978219  -0.613
N3 -0.921181 2.045710 3.273873  -1.147
O1 -2.781621 0.566245 2.274917  -0.932
O2 -0.696354 -0.697847 0.466301  -0.492
O3 0.843818 -1.652344 -1.580957  -0.538
S1 -1.794271 1.603538 2.130273  1.885
H1 -2.590787 0.300649 -0.345938  0.192
H2 3.047108 -0.441544 0.519131  0.204
H3 2.560107 0.090128 -1.011474  0.209
H4 -0.415313 -2.639075 0.648471  0.209
H5 0.673937 -1.747559 1.636442  0.185
H6 2.340280 -2.282259 -0.214239  0.173
H7 2.795292 -2.210931 -2.300874  0.174
H8 2.064743 -0.805215 -3.306399  0.191
H9 1.618360 -2.506769 -3.372608  0.193
H10 -0.430079 2.671967 0.309290  0.297
H11 -4.012229 1.966113 -1.404388  0.367
H12 0.045587 1.768745 3.166227  0.375
H13 -2.509796 2.657806 2.006028  -0.031

Cartesian forces (eV/Å) of the 3 atoms listed first:
1.4 0.1 1.1
3.9 0.7 1.8
-1.4 -2.6 1.9